1.
The following is a quantum chemistry calculation of a structure of composition C2H7NOSi in a non-equilibrium geometry, from the OMol25 dataset.

**Multiplicity**: 1
**Net charge**: 0
**Molecular weight**: 89.170 g mol⁻¹
**Energy relative to the best compared isomer or geometry (same formula, charge and spin)**: 13.5 kcal per mole
**Gap between HOMO and LUMO**: 0.375 hartree
**E_tot**: -499.89627 hartree
**Highest occupied orbital energy**: -9.629 eV

Geometry as XYZ:
```
12
Properties=species:S:1:pos:R:3:forces:R:3
C 0.7842 1.0566 -1.9565 -1.420 -0.465 2.168
C 0.4622 1.1098 -0.6070 0.911 -2.318 -2.076
N -1.3790 -0.2764 1.3777 1.478 -0.276 1.753
O 0.2840 -1.8520 -0.2471 0.292 -0.345 0.040
Si 0.1472 -0.3986 0.5081 0.208 -0.282 3.308
H 0.6144 1.9180 -2.5955 0.574 0.194 0.155
H 0.9856 0.1072 -2.5094 -0.195 0.765 0.845
H 0.2839 1.9890 -0.0265 -0.233 0.922 -0.347
H -2.2967 0.0301 1.1278 -0.162 0.121 -0.301
H -1.2776 -0.4368 2.4256 -0.326 0.400 -2.209
H 0.3037 -2.5898 0.3960 -0.046 0.619 -0.635
H 1.0879 -0.6571 2.1067 -1.080 0.664 -2.701
```
Forces are in eV/Å.



2.
The following is a quantum chemistry calculation of a cluster of 2 separate species, C2H7NP in total in a non-equilibrium geometry, from the OMol25 dataset.

**Multiplicity**: 1
**Net charge**: +1
**Molecular weight**: 76.059 g mol⁻¹
**Energy relative to the best compared isomer or geometry (same formula, charge and spin)**: 79.1 kcal per mole
**Gap between HOMO and LUMO (alpha / beta)**: 0.300 / 0.342 hartree
**E_tot**: -476.06208 hartree
**Highest occupied orbital energy (alpha / beta)**: -13.180 / -14.095 eV

Geometry as XYZ:
```
11
Properties=species:S:1:pos:R:3:forces:R:3
C -0.5949 0.5218 -1.7283 0.566 -0.859 1.794
C -0.6912 0.2196 0.9317 -0.704 0.558 -1.078
N 0.6237 -0.2693 1.2573 0.376 -0.023 -0.305
P 0.6521 -0.4876 -1.7119 -0.030 0.058 -0.322
H -1.4559 1.1338 -1.7677 -0.460 0.430 -0.261
H -1.4957 -0.4925 0.9868 0.082 -0.222 -0.036
H -0.9081 1.2354 1.2073 0.153 0.128 0.048
H 0.6101 -1.0271 1.9489 0.093 0.074 -0.163
H 1.2192 0.4902 1.6067 -0.046 -0.272 -0.062
H 1.0684 -0.6363 0.3366 -0.070 0.075 0.651
H 0.9722 -0.6880 -3.0674 0.039 0.053 -0.264
```
Forces are in eV/Å.



3.
The following is a quantum chemistry calculation of a cluster of 2 separate species, C2H7NS2 in total in a non-equilibrium geometry, from the OMol25 dataset.

**Multiplicity**: 1
**SMILES**: C=NC.SS
**Net charge**: 0
**Molecular weight**: 109.219 g mol⁻¹
**Energy relative to the best compared isomer or geometry (same formula, charge and spin)**: 51.8 kcal per mole
**Gap between HOMO and LUMO**: 0.325 hartree
**E_tot**: -931.44105 hartree
**Highest occupied orbital energy**: -8.566 eV

Geometry as XYZ:
```
12
Properties=species:S:1:pos:R:3:forces:R:3
C -0.9264 -1.3848 1.4000 0.668 0.193 -0.949
N 0.2797 -1.2050 1.0214 -0.078 -2.119 1.397
C 0.5534 -1.6511 -0.3236 -1.260 0.789 -1.706
H -1.1940 -1.7932 2.3646 0.101 1.166 0.824
H -1.7474 -1.2492 0.6898 -0.176 -0.757 -0.271
H -0.3834 -2.0342 -0.7774 0.152 0.392 -0.170
H 0.9249 -0.8468 -0.9724 0.298 -0.308 0.128
H 1.1886 -2.5476 -0.3986 0.294 0.663 0.695
S -0.1603 2.3128 -0.3285 -0.575 0.563 0.020
S 0.7842 4.0046 -1.2164 0.248 -0.249 -0.083
H 0.8602 1.4584 -0.4238 0.364 0.258 -0.107
H -0.1795 4.9361 -1.0351 -0.037 -0.590 0.223
```
Forces are in eV/Å.



4.
The following is a quantum chemistry calculation of a cluster of 2 separate species, C2H7O2 in total in a non-equilibrium geometry, from the OMol25 dataset.

**Multiplicity**: 1
**Net charge**: +1
**Molecular weight**: 63.076 g mol⁻¹
**Energy relative to the best compared isomer or geometry (same formula, charge and spin)**: 16.1 kcal per mole
**Gap between HOMO and LUMO**: 0.379 hartree
**E_tot**: -230.57506 hartree
**Highest occupied orbital energy**: -16.121 eV

Geometry as XYZ:
```
11
Properties=species:S:1:pos:R:3:forces:R:3
O -0.6851 1.5614 0.8707 -0.160 0.406 0.562
H -1.6271 1.7838 0.9397 0.216 -0.135 -0.156
H 1.9598 -1.0922 -0.2018 0.172 -0.272 0.228
H -0.3033 2.0644 1.6143 -0.017 -0.253 -0.474
C 0.9676 -0.9446 0.2168 -0.353 0.227 0.422
C 0.1617 -0.3498 -0.8267 -0.487 0.308 -0.079
O -1.0602 -0.6588 -0.9246 -0.083 -1.091 -0.164
H 0.4599 -1.8127 0.6379 0.236 -0.259 -0.352
H 1.0416 -0.2831 1.0871 0.177 0.394 -0.272
H 0.5495 0.3099 -1.6018 0.314 -0.057 0.052
H -1.4644 -0.5781 -1.8116 -0.015 0.731 0.233
```
Forces are in eV/Å.



5.
The following is a quantum chemistry calculation of a cluster of 2 separate species, C2H7O2 in total in a non-equilibrium geometry, from the OMol25 dataset.

**Multiplicity**: 1
**Net charge**: +1
**Molecular weight**: 63.076 g mol⁻¹
**Energy relative to the best compared isomer or geometry (same formula, charge and spin)**: 86.3 kcal per mole
**Gap between HOMO and LUMO**: 0.345 hartree
**E_tot**: -230.46323 hartree
**Highest occupied orbital energy**: -14.882 eV

Geometry as XYZ:
```
11
Properties=species:S:1:pos:R:3:forces:R:3
O -0.2927 -2.0942 1.1808 0.380 -5.496 -3.985
H 0.5789 -1.4271 1.2216 -2.109 1.109 -0.320
H -0.0575 -2.8633 0.4304 1.117 2.788 2.013
H -1.1729 -2.6145 1.1076 0.280 2.532 1.938
O 0.7407 0.2274 0.5460 2.748 -2.969 2.715
C -0.2047 0.7764 0.1099 -2.791 1.028 -3.728
C 0.2056 1.7863 -1.0521 1.190 -0.872 2.117
H -1.2656 0.2845 0.2825 1.437 1.527 -0.198
H 1.2373 2.0173 -0.7551 -0.169 0.235 0.322
H 0.4836 1.1588 -1.9049 -1.134 0.209 -0.362
H -0.2527 2.7484 -1.1667 -0.949 -0.090 -0.513
```
Forces are in eV/Å.



6.
The following is a quantum chemistry calculation of an isolated molecule of C2H7O2P in a non-equilibrium geometry, from the OMol25 dataset.

**Multiplicity**: 1
**SMILES**: CO[P@@H](C)=O
**Net charge**: 0
**Molecular weight**: 94.050 g mol⁻¹
**Energy relative to the best compared isomer or geometry (same formula, charge and spin)**: 23.5 kcal per mole
**Gap between HOMO and LUMO**: 0.414 hartree
**E_tot**: -572.21497 hartree
**Highest occupied orbital energy**: -10.416 eV

Geometry as XYZ:
```
12
Properties=species:S:1:pos:R:3:forces:R:3
C -0.3683 -0.0407 1.5948 -0.382 -2.435 -0.310
O 0.9323 -0.4621 1.2572 2.111 -0.004 -3.374
P 1.1067 -1.0708 -0.4813 -0.214 1.731 3.278
C 0.5364 0.3120 -1.5160 3.634 -0.113 1.756
O 2.4140 -1.6836 -0.7358 -0.536 0.068 0.007
H -0.6526 -0.8290 2.3313 -0.476 1.190 0.083
H -0.9406 -0.3077 0.6986 -1.025 0.748 0.348
H -0.5190 0.9966 1.9266 0.389 -0.377 -0.198
H -0.0685 -1.7792 -0.2731 -0.108 -0.889 -0.545
H 0.8339 0.4089 -2.5053 0.335 -1.002 -2.140
H -0.4633 0.3631 -1.3869 -3.236 0.681 0.345
H 1.1067 1.1621 -1.1463 -0.494 0.403 0.750
```
Forces are in eV/Å.